No. 1
46
Properties=species:S:1:pos:R:3:forces:R:3:mulliken_charge:R:1 method="wB97M-V/def2-TZVPD" energy_ha=-1540.86595 de_lowest_kj_mol=139.1 smiles="CC(=O)c1cccc(N(CC(=O)NC2CCCC2)C(=O)c2csnn2)c1" lumo_ev=-0.2082 homo_ev=-9.02 gap_ev=8.8
C -2.748614 1.898916 -3.193422 -0.10 -0.29 -0.10 -1.53
C -1.727866 1.092123 -2.436525 -0.21 0.08 -0.19 0.93
O -1.651182 -0.112084 -2.548630 -0.03 0.03 -0.01 -0.60
C -0.804473 1.835725 -1.537680 0.48 0.00 0.37 -0.92
C 0.064611 1.076084 -0.760977 -0.13 0.16 0.15 1.98
C 0.977571 1.679003 0.089953 -0.65 0.25 -0.33 -1.14
C 1.007295 3.063146 0.193669 -0.06 -0.14 -0.04 -0.72
C 0.137002 3.823506 -0.568160 0.09 0.07 0.12 -1.09
C -0.762070 3.224480 -1.432023 -0.08 -0.26 -0.11 -0.48
H -1.422128 3.842321 -2.019320 -0.09 0.06 -0.07 0.44
H 0.166235 4.899733 -0.490047 0.01 0.08 0.00 0.40
H 1.715293 3.541326 0.852110 0.09 0.05 0.08 0.52
N 1.831965 0.861562 0.866742 0.30 0.11 0.11 0.45
C 2.478625 -0.198222 0.322828 0.11 0.10 0.14 0.62
O 2.876528 -1.147030 0.984204 0.01 -0.13 -0.12 -0.67
C 2.721658 -0.115315 -1.135098 0.37 -1.46 -0.78 -0.09
C 2.925953 -1.197198 -1.965281 -0.01 0.38 -0.11 -0.10
S 3.201219 -0.614963 -3.537287 -0.19 -0.45 0.93 0.10
N 3.057717 0.957843 -3.017879 0.27 0.75 -1.43 -0.79
N 2.815359 1.058123 -1.795347 0.02 0.80 0.79 0.22
H 2.916852 -2.237301 -1.715443 -0.01 -0.25 0.18 0.44
C 1.658330 0.916085 2.308909 -0.16 -0.07 0.37 -1.16
H 2.480825 0.366648 2.772151 -0.08 0.11 -0.04 0.51
H 1.663896 1.955230 2.638816 -0.04 -0.14 -0.02 0.45
C 0.306978 0.278777 2.684513 0.63 0.24 -0.08 0.53
O -0.605511 0.917262 3.164162 -0.30 0.14 0.14 -0.68
N 0.258449 -1.022790 2.369956 0.06 -0.59 -0.14 -0.02
H 1.087289 -1.463544 1.992407 0.08 0.15 0.07 0.34
C -0.954209 -1.816491 2.447678 -0.36 0.17 0.29 -0.04
C -1.954335 -1.419974 1.341887 -0.07 0.05 0.08 -0.60
H -1.762846 -0.399305 1.013601 -0.05 0.04 0.06 0.17
H -2.969861 -1.449599 1.733181 -0.05 0.05 0.01 0.36
C -1.772100 -2.441511 0.204824 0.05 0.01 -0.12 -0.45
H -2.660673 -3.067865 0.122940 -0.03 -0.03 -0.05 0.36
H -1.621898 -1.957802 -0.759170 -0.06 -0.03 -0.05 0.17
C -0.573659 -3.302349 0.615015 -0.12 -0.13 0.00 -0.33
H -0.634288 -4.313379 0.215522 0.09 -0.03 -0.05 0.45
H 0.358546 -2.856102 0.262687 0.09 -0.01 -0.05 -0.01
C -0.617827 -3.273130 2.141787 0.13 0.11 -0.07 -1.27
H 0.317211 -3.587309 2.604055 0.01 -0.07 0.11 0.40
H -1.419969 -3.915988 2.504776 -0.03 -0.02 0.04 0.39
H -1.385587 -1.667867 3.442234 0.04 -0.07 -0.11 0.47
H 0.013017 -0.000812 -0.837625 -0.02 -0.09 0.02 0.83
H -3.381988 1.229241 -3.769512 0.02 -0.01 0.01 0.36
H -3.360394 2.472984 -2.501359 -0.04 0.12 0.03 0.40
H -2.246946 2.587815 -3.869823 0.02 0.13 -0.04 0.39


No. 2
91
Properties=species:S:1:pos:R:3:forces:R:3:mulliken_spin:R:1 method="wB97M-V/def2-TZVPD" energy_ha=-5863.05403 de_lowest_kj_mol=0.0 charge=-2 lumo_ev="3.8431 / 2.8313" spin_multiplicity=2 homo_ev="-2.83 / -3.38" gap_ev="6.7 / 6.2"
Sr 0.513322 -0.139494 0.536677 -1.50 -0.84 -0.26 0.01
Cl -2.291991 -7.776619 -1.343276 0.09 -0.01 0.00 0.01
C -1.345016 -6.372039 -0.938212 0.31 -0.09 -0.04 0.04
C -1.978838 -5.207124 -0.664518 0.01 0.14 0.14 0.04
C -1.263992 -4.005542 -0.340628 -0.13 -0.10 -0.16 0.16
N -1.872547 -2.842916 -0.179522 -0.01 0.23 0.04 0.23
C -3.188635 -2.760060 0.159210 0.09 0.16 0.27 -0.03
O -3.787204 -3.530376 0.904719 -0.06 -0.05 -0.13 0.07
C -3.922272 -1.526466 -0.341444 0.16 -0.04 -0.14 0.00
C -5.143063 -1.185794 0.231356 -0.01 0.04 0.05 0.00
C -5.826550 -0.090022 -0.269649 0.03 -0.08 0.05 0.00
C -5.270648 0.622164 -1.320890 0.03 0.02 0.00 0.00
C -4.046360 0.206942 -1.824113 0.12 -0.10 0.09 0.00
N -3.382486 -0.847274 -1.349276 -0.23 0.11 -0.07 0.01
C 0.193353 -4.066786 -0.302685 0.18 -0.01 -0.06 0.18
C 0.808316 -5.332769 -0.592112 0.00 0.23 0.12 0.03
C 0.082521 -6.434605 -0.902495 -0.30 -0.07 -0.02 0.05
Cl 0.918412 -7.920112 -1.259655 -0.10 0.01 0.00 0.01
N 0.894573 -2.956641 -0.099909 -0.02 0.12 0.14 0.21
C 2.239472 -2.994712 0.174748 -0.06 -0.17 -0.21 -0.06
O 2.789591 -3.772262 0.941898 -0.02 0.03 -0.10 0.05
C 3.068595 -1.961630 -0.565671 -0.11 -0.08 -0.25 0.00
C 4.448925 -2.085460 -0.541706 0.08 0.06 -0.04 0.00
C 5.201895 -1.164142 -1.252218 -0.03 -0.02 0.01 0.00
C 4.551506 -0.174993 -1.973726 0.08 -0.02 0.01 0.00
C 3.166922 -0.143103 -1.951086 -0.26 -0.14 0.04 0.00
N 2.429000 -1.014829 -1.260859 0.45 -0.12 0.01 0.01
H -3.058575 -5.167153 -0.683699 0.06 -0.02 0.00 -0.01
H -5.515023 -1.783827 1.051262 -0.03 0.00 -0.02 0.00
H -6.778793 0.204447 0.155227 0.01 0.01 0.01 0.00
H -5.764478 1.490323 -1.740297 0.02 -0.02 0.03 0.00
H -3.567435 0.744542 -2.640218 -0.05 -0.10 0.09 0.00
H 1.885010 -5.404312 -0.555880 -0.01 0.01 0.01 -0.01
H 4.895120 -2.875260 0.046490 0.00 0.04 0.00 0.00
H 6.283428 -1.208120 -1.229519 -0.02 0.02 0.02 0.00
H 5.103484 0.583943 -2.516118 -0.04 -0.07 0.02 0.00
H 2.616962 0.617663 -2.503092 0.02 -0.06 0.13 0.00
C -1.227847 -0.301784 -3.814912 0.03 -0.02 -0.04 0.00
C -0.680163 -0.792947 -2.615561 0.15 0.21 -0.07 -0.01
N -0.337105 0.202457 -1.809880 -0.39 0.36 -1.26 0.00
N -0.658018 1.359940 -2.466966 -0.12 0.05 -0.09 0.00
C -1.203385 1.070737 -3.676570 0.27 -0.08 0.35 0.00
B -0.493668 2.691603 -1.669459 -0.08 -0.26 0.04 0.00
N -1.513359 2.656952 -0.476596 -0.06 -0.07 -0.01 0.00
C -2.626125 3.414704 -0.292754 0.13 -0.24 0.02 0.00
C -3.316565 2.907866 0.785733 -0.01 -0.06 0.02 0.00
C -2.546279 1.808303 1.207154 0.02 0.06 -0.05 0.00
N -1.472382 1.659859 0.445566 -0.25 0.49 -0.20 0.00
N 0.978735 2.816557 -1.170973 0.09 -0.11 0.12 0.00
C 1.952242 3.611532 -1.677330 0.01 -0.16 0.08 0.00
C 3.121985 3.344701 -0.997663 -0.01 -0.04 0.07 0.00
C 2.771766 2.346579 -0.070395 -0.09 0.15 -0.10 0.00
N 1.487978 2.030543 -0.188030 0.37 0.81 -0.50 0.00
N -0.765319 3.997698 -2.464293 0.04 -0.09 0.03 0.00
C -0.685199 5.222085 -1.883687 -0.04 -0.18 0.02 0.00
C -0.857186 6.169235 -2.860803 -0.02 0.02 -0.23 0.00
C -1.025839 5.411663 -4.040216 0.02 0.03 0.03 0.00
N -0.961957 4.110409 -3.801754 -0.01 0.10 0.37 0.00
H -1.599752 -0.866156 -4.660037 0.07 0.08 0.16 0.00
H -0.533414 -1.820265 -2.298944 -0.01 0.26 -0.01 0.00
H -1.508155 1.857480 -4.343388 0.02 0.05 0.03 0.00
H -2.862187 4.245357 -0.939161 0.06 -0.08 0.03 0.00
H -4.243561 3.273057 1.203862 0.12 -0.05 -0.05 0.00
H -2.722770 1.126921 2.030293 0.07 0.08 -0.10 0.00
H 1.755220 4.305335 -2.481202 -0.03 -0.07 0.08 0.00
H 4.089518 3.800351 -1.141178 -0.09 -0.03 0.01 0.00
H 3.398070 1.850107 0.660285 -0.11 0.02 -0.10 0.00
H -0.505812 5.324228 -0.820421 -0.02 -0.06 -0.19 0.00
H -0.853082 7.241834 -2.747565 0.00 -0.08 -0.01 0.00
H -1.187312 5.761276 -5.050907 0.01 -0.03 0.07 0.00
Cl 1.122676 2.921685 2.951922 -0.03 -0.08 -0.03 0.00
C 0.211584 1.646722 3.749289 -0.19 -0.16 0.16 0.00
C -0.110829 0.497856 3.029183 -0.20 0.39 1.02 0.00
C -0.836037 -0.421615 3.767233 0.06 0.18 0.09 0.00
Cl -1.276533 -1.925339 2.958179 0.01 -0.12 -0.13 0.00
C -1.252171 -0.258347 5.088447 -0.07 -0.14 0.01 0.00
Cl -2.198723 -1.469797 5.906082 0.09 0.10 -0.06 0.00
C -0.901276 0.908832 5.756801 0.04 0.02 -0.05 0.00
Cl -1.384660 1.158331 7.403841 0.02 -0.01 -0.08 0.00
C -0.153889 1.872640 5.080212 0.06 0.04 -0.11 0.00
Cl 0.293277 3.331903 5.916249 -0.03 -0.08 -0.04 0.00
N 2.506548 -1.931298 3.498291 0.02 -0.13 -0.01 0.00
C 3.104591 -1.097295 2.604111 -0.11 0.30 -0.14 0.00
O 2.389407 -0.593234 1.693966 1.80 -0.39 1.13 0.00
C 4.497620 -0.816720 2.779898 0.25 0.04 -0.10 0.00
C 5.175748 0.123904 1.955406 -0.13 -0.16 0.05 0.00
N 5.755446 0.876408 1.289822 -0.19 -0.19 0.19 0.00
C 5.250982 -1.486312 3.785796 -0.19 0.23 -0.11 0.00
N 5.831951 -2.036590 4.624495 -0.11 0.04 -0.20 0.00
H 3.096512 -2.550116 4.027292 0.03 -0.04 0.09 0.00
H 1.622209 -2.315459 3.202160 -0.03 0.03 0.00 0.00


No. 3
86
Properties=species:S:1:pos:R:3:forces:R:3:mulliken_charge:R:1 method="wB97M-V/def2-TZVPD" energy_ha=-3238.89740 charge=+3 lumo_ev=-9.7455 homo_ev=-15.90 gap_ev=6.2
Hf -0.499681 1.267655 0.161395 0.47 0.73 0.47 0.38
I -3.555370 1.073900 0.251677 0.49 -0.34 0.91 0.15
C -3.442420 0.160645 2.262171 -0.11 0.40 -0.39 -0.13
C -4.127185 0.860487 3.219233 0.08 0.23 -0.39 -0.57
C -4.331429 0.304165 4.489102 0.06 -0.23 0.09 -1.01
C -3.905562 -0.968786 4.736800 -0.10 0.22 -0.10 -0.83
C -3.211298 -1.705895 3.755908 0.12 0.18 -0.26 0.70
C -2.861981 -3.046115 4.027565 0.09 -0.15 -0.24 -0.75
C -2.257648 -3.831361 3.085321 -0.19 0.14 0.33 -1.33
C -1.859399 -3.248537 1.881042 -0.12 0.39 -0.18 -0.19
C -2.114871 -1.919039 1.591484 0.26 0.04 -0.16 0.99
P -1.233893 -1.280328 0.120805 -0.85 -1.80 0.05 1.28
C 0.285109 -2.282521 0.050340 -0.01 0.29 0.20 0.23
C 0.496587 -3.341743 -0.825615 -0.19 0.22 0.11 -0.07
C 1.736603 -3.963479 -0.848385 0.03 0.03 -0.08 -0.87
C 2.748775 -3.545971 0.001024 0.02 0.03 0.06 -0.72
C 2.519566 -2.522949 0.914583 0.02 0.10 -0.06 -0.83
C 1.297253 -1.878228 0.922420 -0.23 -0.09 0.14 -0.49
C -2.239407 -1.790323 -1.306590 0.10 0.15 -0.02 0.71
C -3.558467 -2.207370 -1.125264 0.27 0.05 0.02 -1.04
C -4.329229 -2.553444 -2.220609 -0.09 0.00 -0.02 -0.78
C -3.802690 -2.475226 -3.499630 0.01 0.01 0.04 -0.96
C -2.486874 -2.075023 -3.685260 0.00 -0.04 -0.06 -1.10
C -1.706972 -1.738430 -2.595609 -0.12 -0.01 0.14 0.53
C -2.891601 -1.122078 2.483209 0.02 -0.41 0.08 0.76
H -4.539828 1.833756 3.004896 -0.05 0.10 -0.06 0.50
H -4.868525 0.868739 5.233314 -0.06 0.07 0.07 0.46
H -4.119996 -1.449614 5.678330 -0.01 -0.01 0.14 0.46
H -3.117863 -3.441267 4.997247 -0.05 -0.12 0.13 0.48
H -2.056389 -4.872602 3.279054 0.04 -0.09 0.01 0.48
H -1.339240 -3.858716 1.158196 0.16 -0.03 0.01 0.53
H -0.304489 -3.686939 -1.463425 0.01 -0.03 -0.11 0.61
H 1.909930 -4.776235 -1.535513 0.02 -0.14 -0.05 0.54
H 3.712031 -4.029948 -0.034580 0.09 -0.08 0.03 0.48
H 3.290338 -2.226553 1.609305 0.12 0.00 0.04 0.54
H 1.092533 -1.081017 1.639268 0.17 -0.25 -0.09 0.31
H -3.980702 -2.262731 -0.132743 -0.05 -0.05 0.08 0.45
H -5.346045 -2.879492 -2.070080 -0.12 -0.04 -0.01 0.51
H -4.413043 -2.727659 -4.352085 -0.06 -0.06 -0.09 0.46
H -2.075933 -2.030771 -4.682569 0.07 -0.02 -0.09 0.64
H -0.678059 -1.443496 -2.748975 0.00 -0.12 -0.10 0.08
C 1.688452 -1.780433 -4.733489 0.02 0.32 0.19 -1.23
C 2.401903 -0.765902 -3.865483 0.59 -0.68 -0.56 -0.38
O 1.487579 0.254535 -3.357141 -0.52 0.14 0.50 -0.03
P 1.003888 0.250212 -1.871353 0.50 1.21 -0.67 0.62
O -0.575070 0.946425 -2.009928 0.71 -0.30 0.23 0.13
C -0.913052 1.964239 -3.034688 -0.55 0.73 -0.57 -0.49
C -1.160165 1.404641 -4.420713 0.13 -0.27 0.31 -1.40
O 1.576304 1.650079 -1.134225 -0.55 -1.28 -0.44 0.05
C 2.576900 2.678415 -1.500085 0.18 0.90 0.07 -0.45
C 3.118301 2.603176 -2.906664 -0.22 -0.28 0.13 -1.22
H 2.438740 -2.435993 -5.171297 0.02 -0.05 -0.03 0.48
H 1.152226 -1.292018 -5.543269 -0.03 0.03 -0.08 0.33
H 0.996747 -2.391224 -4.158298 -0.07 -0.08 0.08 0.23
H 3.139002 -0.211154 -4.450096 -0.08 -0.03 0.19 0.39
H 2.898219 -1.254009 -3.021511 0.02 0.11 -0.02 0.46
H -0.111971 2.709996 -3.055565 -0.12 -0.09 0.22 0.26
H -1.838128 2.416303 -2.659657 0.31 0.03 0.03 0.56
H -0.247692 1.045802 -4.885515 0.01 -0.02 -0.04 0.28
H -1.561973 2.206990 -5.036862 -0.01 0.11 0.03 0.51
H -1.896104 0.606697 -4.395566 -0.09 -0.07 0.00 0.30
H 3.385045 2.592833 -0.769100 -0.21 -0.09 -0.03 0.33
H 2.066595 3.634029 -1.357086 0.05 -0.23 0.08 0.33
H 3.725303 1.715081 -3.050305 0.13 -0.05 -0.11 0.29
H 3.747959 3.477774 -3.050728 0.10 0.05 0.02 0.48
H 2.329661 2.630370 -3.655699 0.02 0.06 -0.03 0.29
F -1.030452 4.310069 -0.992106 -0.27 -0.69 0.67 -0.31
C -0.853589 3.457203 0.051129 0.22 2.29 -0.50 0.42
F 0.538059 3.617966 0.405414 -0.68 -0.52 -0.09 -0.30
C -1.561351 3.943121 1.325575 -0.31 -0.85 0.76 0.88
F -2.841638 4.167960 1.177283 0.07 0.24 -0.22 -0.21
F -1.478016 2.748685 2.149833 0.32 0.31 -0.71 -0.25
F -0.990260 4.885182 2.019300 0.02 0.08 -0.26 -0.22
N 0.956004 1.325311 1.762439 1.02 0.22 0.71 -0.83
C 1.873121 1.668174 2.405268 -1.75 -0.86 -1.08 1.15
C 2.945199 2.026851 3.184710 1.39 0.43 0.97 0.16
C 3.396843 1.165568 4.215254 -0.25 0.13 -0.25 -0.41
C 4.451434 1.558845 5.008219 0.06 -0.09 0.08 -0.76
C 5.075890 2.785258 4.800841 -0.19 -0.06 -0.18 -0.35
C 4.648633 3.630527 3.779819 0.02 -0.04 -0.02 -0.81
C 3.598363 3.262679 2.966984 -0.24 -0.23 0.03 -0.27
H 2.907595 0.216241 4.374458 -0.04 -0.06 0.06 0.52
H 4.799646 0.913099 5.801543 -0.03 -0.05 0.00 0.43
H 5.901613 3.074639 5.434630 0.03 0.05 0.02 0.44
H 5.143692 4.575447 3.625427 0.03 0.11 -0.05 0.45
H 3.257910 3.904853 2.171541 -0.03 0.18 -0.08 0.53


No. 4
45
Properties=species:S:1:pos:R:3:forces:R:3:mulliken_spin:R:1 method="wB97M-V/def2-TZVPD" energy_ha=-1232.24671 charge=+2 lumo_ev="-8.9699 / -9.0444" spin_multiplicity=4 homo_ev="-15.34 / -15.29" gap_ev="6.4 / 6.2"
H -0.622487 -3.035886 -1.050613 -0.25 -0.04 -0.52 0.00
N -0.519890 -0.977864 -1.458249 -1.05 0.55 -0.33 0.05
B -0.724479 1.441137 -2.372196 1.82 -0.47 0.38 -0.05
N -1.028222 -0.100447 -2.429709 -0.03 -1.38 0.84 0.02
C -1.717397 -0.844970 -3.305775 0.58 0.21 0.78 0.05
Tc 0.176168 -0.274552 0.234868 2.69 2.73 -2.61 2.55
H -2.176217 -0.349672 -4.146347 -0.08 -0.18 -0.09 0.00
C -1.677342 -2.188678 -2.917452 0.46 -0.60 0.76 0.02
H -2.129210 -3.038315 -3.399193 -0.03 0.09 -0.16 0.00
C -0.919887 -2.247450 -1.738971 -0.58 1.21 -1.01 0.02
H -1.168529 2.002763 -3.294339 -0.39 0.21 -0.29 0.00
C 2.781947 0.255927 1.818252 -0.43 0.42 -0.27 0.03
H 3.100564 0.020723 2.849619 -0.71 0.08 -0.40 0.00
H 1.833212 0.909538 1.768517 1.11 -0.63 0.35 0.00
H 3.613886 0.842536 1.382959 -0.68 -0.35 -0.08 0.00
N 0.850060 1.529592 -2.363946 0.08 -0.40 0.52 0.00
N -1.202291 2.024540 -1.015530 -0.35 -0.28 1.33 0.03
N 1.560021 0.896844 -1.381961 -0.65 -0.40 0.86 0.07
N -0.774909 1.485500 0.206072 -0.90 0.28 -0.41 0.01
C 1.717012 2.122991 -3.202653 -0.24 -0.25 0.34 0.01
C -2.044974 3.039274 -0.752753 0.80 -0.97 0.65 0.06
H 1.319046 2.662223 -4.039401 0.19 0.18 -0.25 0.00
H -2.477434 3.569081 -1.578261 -0.16 0.25 -0.08 0.00
C 3.003501 1.879354 -2.759736 0.07 -0.03 0.10 0.00
C -2.181050 3.191290 0.635983 0.76 -0.83 0.37 0.02
C 2.867455 1.108989 -1.599219 -0.95 0.33 -0.69 -0.01
C -1.360603 2.199802 1.211131 -0.61 0.42 -1.31 0.03
H 3.908459 2.214431 -3.222798 0.20 0.07 -0.04 0.00
H -2.792648 3.905745 1.161396 0.08 0.03 -0.05 0.00
H 3.605702 0.704959 -0.928432 0.08 0.00 -0.10 0.00
H -1.141482 1.923150 2.238059 -0.22 0.29 -0.18 0.00
H 2.637878 -0.696440 1.255754 0.29 0.38 0.21 -0.01
C -0.227098 -0.639276 3.695063 0.22 0.77 -0.60 0.03
Si -0.218976 -1.634124 2.098660 -1.23 -2.06 3.14 -0.05
C 0.803628 -3.183160 2.429164 0.51 0.50 -1.00 -0.01
C -1.971918 -2.142161 1.659389 -0.03 0.32 -0.70 0.11
H 0.767138 -0.237518 3.929392 -0.30 -0.05 0.08 0.00
H -0.532676 -1.309305 4.509313 0.01 -0.01 -0.25 0.00
H -0.950376 0.183783 3.629070 0.17 -0.14 0.28 0.00
H 0.336416 -3.737520 3.259113 0.00 0.30 -0.27 0.00
H 0.807188 -3.812789 1.525538 0.21 -0.07 0.45 0.00
H 1.834969 -2.910090 2.705745 -0.32 -0.33 -0.08 0.00
H -2.388137 -2.678776 2.519560 0.09 0.04 -0.01 0.02
H -2.599174 -1.264611 1.447531 -0.03 -0.33 0.05 0.00
H -1.976844 -2.810568 0.787387 -0.23 0.14 0.30 -0.01